## A
18
Properties=species:S:1:pos:R:3 method="wB97M-V/def2-TZVPD" spin_multiplicity=1 orbital_gap_ha=0.404 lumo_energy_ev=0.84 smiles="CCOC(=O)N(C)C=O" homo_ha=-0.3735
C 2.46953 0.96373 -1.23643
C 1.60464 1.36748 0.00959
O 0.29260 0.91896 -0.18319
C -0.04866 -0.21181 0.40956
O 0.69187 -0.69849 1.25314
N -1.38950 -0.61466 0.24985
C -1.94712 -1.29189 1.39730
C -2.18071 -0.51681 -0.89634
O -1.75950 -0.00320 -1.92168
H 2.15426 1.29634 -2.17033
H 2.45813 -0.10360 -1.22515
H 3.39895 1.40875 -1.01816
H 1.52858 2.39451 0.23581
H 2.02021 0.66791 0.74483
H -1.36185 -2.28597 1.63308
H -1.79033 -0.73689 2.43701
H -2.94874 -1.58174 1.10518
H -3.19236 -0.97262 -0.82408


## B
18
Properties=species:S:1:pos:R:3 method="wB97M-V/def2-TZVPD" spin_multiplicity=1 orbital_gap_ha=0.320 lumo_energy_ev=0.53 homo_ha=-0.3010
C 1.35846 0.42777 -1.32742
C 0.48231 -0.40073 -0.43907
C -0.71350 -0.93337 -0.85289
O -1.19353 -0.87836 -2.13228
C 0.57439 -0.12563 1.02380
N 0.44829 -1.19590 1.96152
C -0.86626 0.64943 0.85298
O -1.81307 0.30272 1.53799
O -0.73227 1.92325 0.37483
H 1.43806 1.44648 -0.95043
H 2.35656 -0.01726 -1.33613
H 0.98995 0.48793 -2.34996
H -1.21398 -1.70016 -0.27634
H -0.93864 -0.03744 -2.53728
H 1.40615 0.54472 1.24661
H -0.10564 -1.97955 1.62148
H -0.03428 -0.97385 2.82417
H -1.44300 2.45996 0.75842


Tell me which of them is the most stable. Sure, it is A.


## A
18
Properties=species:S:1:pos:R:3 method="wB97M-V/def2-TZVPD" spin_multiplicity=1 orbital_gap_ha="0.298 / 0.298" lumo_energy_ev="0.55 / 0.55" homo_ha="-0.2782 / -0.2783"
C -1.14012 -0.67556 -1.54946
C 1.80680 -0.92754 0.93949
C -0.70358 0.94160 0.80061
C -0.38448 -0.32297 -0.31142
C 1.02913 -0.32667 -0.18153
N -1.84598 1.70083 0.97232
O -1.02837 -0.44585 0.95567
O 1.69563 0.06952 -1.26501
O 0.42445 1.46531 1.08831
H 2.64607 0.08472 -1.09064
H -1.76135 2.68193 0.76702
H -2.73975 1.25907 0.83736
H -2.00924 -0.02346 -1.65459
H -0.51234 -0.53964 -2.42922
H -1.49003 -1.71121 -1.52489
H 1.15264 -1.15703 1.77428
H 2.29169 -1.84149 0.57832
H 2.56882 -0.23157 1.29337


## B
18
Properties=species:S:1:pos:R:3 method="wB97M-V/def2-TZVPD" spin_multiplicity=1 orbital_gap_ha=0.320 lumo_energy_ev=0.03 smiles="[H]/N=C/C(=O)O.C=C(C)O" homo_ha=-0.3196
H -1.45900 -1.29957 3.05243
N -1.45230 -0.78369 2.17222
C -0.35257 -0.25142 1.89280
C -0.26539 0.84062 0.62777
O -1.30029 1.38454 0.29241
O 0.89292 1.55184 0.93693
H 0.55484 -0.23919 2.50851
H 0.67431 2.48875 0.81993
C 0.45957 -1.21979 -0.15322
C 0.47996 -0.18106 -1.06076
C -0.54740 -0.04901 -2.14455
O 1.69274 0.38507 -1.39386
H -0.39342 -1.87444 -0.08695
H 1.35003 -1.48117 0.40214
H -0.54677 -0.93540 -2.77637
H -1.54683 0.07339 -1.72924
H -0.36664 0.83762 -2.74909
H 2.12625 0.75291 -0.61112


## C
18
Properties=species:S:1:pos:R:3 method="wB97M-V/def2-TZVPD" spin_multiplicity=1 orbital_gap_ha="0.290 / 0.290" lumo_energy_ev="0.11 / 0.11" homo_ha="-0.2860 / -0.2860"
C 0.41885 -1.14790 -0.43022
C -1.04744 -1.17819 -0.10959
C 1.40668 -1.39411 0.66700
C 0.73549 1.15012 -0.59012
C -1.03331 1.24387 -0.62596
O 1.02068 1.41041 0.71509
O -1.54869 1.55394 0.66021
N -0.99247 -0.05630 -1.02687
O 1.39738 1.43351 -1.55658
H 0.18525 1.56998 1.20136
H -2.00061 2.40687 0.60687
H 0.69194 -1.58170 -1.38442
H -1.29539 1.96045 -1.39995
H -1.65194 -1.99748 -0.50206
H -1.29173 -0.94638 0.92839
H 1.12374 -0.90284 1.59876
H 1.47790 -2.47134 0.86750
H 2.40366 -1.05292 0.38060


Tell me which of them is the most stable. Sure, it is A.